[1]
75
Properties=species:S:1:pos:R:3:forces:R:3 method="wB97M-V/def2-TZVPD" e_above_lowest_ev=1.647 homo_lumo_gap_ev=4.15 e_homo_ev=-4.642 fmax_ev_per_a=2.84 e_tot_ha=-3186.5380 lumo_ev=-0.495
C 1.544679 5.087084 0.748701 0.0425 0.0824 1.2621
C 1.059015 3.740943 1.211139 0.1406 -0.4427 1.9229
H 2.074759 5.523808 1.601127 0.1555 0.1831 -0.0603
H 0.689283 5.746021 0.538948 0.3400 -0.2391 -0.0146
H 2.202730 5.025203 -0.101196 0.2401 0.0880 -0.0422
C 0.175141 3.618022 2.287232 -0.1675 -0.3079 -0.8615
C 0.316896 4.447833 3.495521 -0.8847 0.8553 0.4643
H -0.664364 2.907807 2.257842 0.9506 -0.0451 0.1386
H -0.366986 5.318279 3.474827 0.3777 0.1822 0.5113
H 1.353984 4.760516 3.638128 -0.1129 0.3105 0.0511
H 0.067034 3.856424 4.396600 0.0262 0.2252 -0.2997
Al 0.267908 -2.795123 -0.553710 -1.3108 -0.3882 -0.8019
Cl 1.321868 -4.130864 -1.966054 0.1738 -0.4604 -0.4097
Cl -0.160820 0.646240 -1.700659 -0.2778 -2.0689 0.3381
H -2.516034 -5.106718 -2.966307 -0.2063 0.1131 0.0477
H -0.900653 -4.814593 -5.193326 -0.1515 0.3698 -0.0861
C -2.852166 -4.120240 -3.306786 0.0184 -0.2121 0.0956
C -1.294760 -3.785754 -5.209535 -0.1940 0.2899 -0.2200
N -1.717880 -3.411173 -3.867282 0.3486 0.6189 0.2419
H -3.314367 -3.567750 -2.481935 0.3008 -0.1086 -0.2453
C -0.936831 -2.665743 -3.119760 0.2492 -0.7006 1.7644
O -1.097587 -2.606058 -1.841657 0.0476 0.2068 -1.5921
H -0.512925 -3.085433 -5.518731 -0.1258 -0.2867 -0.1020
H -0.077373 -2.179860 -3.596811 -0.3593 0.0138 0.0801
H -3.562853 -4.235090 -4.120068 -0.2010 -0.1270 0.0895
H -2.156717 -3.705352 -5.892478 0.4392 -0.1041 0.1902
H -2.231814 1.185729 0.509417 -0.1760 -0.8391 0.2330
H -2.269537 1.001544 3.452838 0.0656 -0.2671 -0.2512
C -2.709212 0.211020 0.779888 -0.0441 0.8016 0.0672
C -2.449810 -0.063394 3.245889 0.2123 0.2496 0.2496
N -2.009811 -0.429713 1.908366 -0.1136 -0.8565 -0.5803
H -2.665700 -0.464254 -0.075929 -0.0423 0.2723 0.0784
C -1.194863 -1.448776 1.668442 -0.4570 0.2286 -1.2781
O -0.972874 -1.865916 0.484194 -0.7436 0.5295 1.7239
H -1.909388 -0.641824 3.993429 -0.0487 -0.0409 -0.0464
H -0.754737 -1.953545 2.527755 0.0239 0.1385 0.0829
H -3.755640 0.414516 1.088986 0.5995 -0.2372 -0.1762
H -3.522090 -0.251544 3.343740 0.1015 -0.0467 -0.0295
O 0.455338 2.645808 -0.079973 -1.0609 -0.9785 -0.9984
C 1.703646 2.508653 0.645316 -0.4826 0.5431 -1.1401
C 0.889843 0.758878 2.262050 -0.4574 0.3791 -0.2089
C 1.951017 1.320416 1.557443 0.7009 0.3267 -0.3951
H -0.123045 1.066454 1.986788 0.6601 -0.1627 0.1015
C 1.105256 -0.134962 3.294832 1.1169 -0.5119 0.1299
H 2.556640 2.740023 -0.012899 -0.0383 -0.3607 0.2058
C 3.272076 0.876437 1.825662 -0.8391 0.5414 -0.1884
H 0.254476 -0.536862 3.851528 0.4241 0.1618 0.0502
C 2.425210 -0.551470 3.587225 -0.3301 0.0268 -0.6718
C 3.501766 -0.087702 2.803950 -0.3294 -0.1767 0.5419
H 4.113077 1.327046 1.284317 -0.3771 -0.2720 0.1097
H 2.601007 -1.291381 4.365172 -0.0010 0.1697 -0.0579
H 4.517608 -0.477671 2.983118 -0.6116 0.3222 -0.0605
Si -0.171884 2.709150 -1.951680 1.2436 1.5270 -2.0512
Cl 1.881387 -1.703228 0.012306 1.4499 0.9956 0.5504
C -1.946017 3.346893 -1.819429 -0.2146 -0.0121 0.2361
C 0.027952 2.356742 -3.930854 -0.5579 -0.0062 0.1176
C 0.991687 4.208904 -2.144282 -1.0135 0.2229 0.3719
H -2.387325 3.049954 -0.863703 -0.0607 0.2183 0.0542
H -2.601189 2.942175 -2.612239 0.4384 0.0726 0.2400
H -1.974358 4.452627 -1.892884 0.0744 -0.5494 0.1145
H 0.699536 4.879721 -1.338973 0.3059 0.1037 -0.2840
H 0.885460 4.739408 -3.092859 0.0073 -0.2483 0.0288
H 2.006897 3.877867 -2.018597 0.6483 0.0669 0.0820
H 0.874662 1.684892 -4.140843 -0.1794 0.0813 0.1196
H 0.198975 3.266801 -4.511917 0.0720 0.1195 0.1194
H -0.875143 1.918071 -4.384313 0.1356 -0.2709 0.1758
C 1.542470 -6.196882 0.756793 -0.5962 -0.5137 0.0848
C 1.378365 -4.810182 1.278330 -0.4644 0.1452 -1.0156
O 0.068699 -4.286535 0.673376 0.9834 -0.0884 0.6838
H 0.769788 -6.852520 1.171920 0.1054 -0.0368 -0.2059
H 2.498353 -6.583211 1.043796 0.6706 -0.2519 0.3662
H 1.522842 -6.211515 -0.332412 -0.1926 0.0892 0.1230
H 1.312002 -4.740464 2.367077 -0.0900 0.1415 -0.2443
H 2.171468 -4.175971 0.872043 -0.3508 0.1683 0.3361
H -0.594048 -4.198637 1.364032 -0.0263 0.0372 0.0436



[2]
75
Properties=species:S:1:pos:R:3:forces:R:3 method="wB97M-V/def2-TZVPD" s_squared=15.759 multiplicity=8 e_above_lowest_ev=0.000 homo_lumo_gap_ev="4.81 / 7.16" e_homo_ev="-2.447 / -4.804" fmax_ev_per_a=2.84 charge=-1 e_tot_ha=-3977.5724 lumo_ev="2.360 / 2.359"
C -1.597582 -2.234173 -3.740032 -0.1650 0.0124 -0.2999
C -1.082008 -3.157865 -2.681356 0.4823 -0.5393 0.6289
H -1.589084 -2.710964 -4.722322 0.0195 0.1804 0.0104
H -1.034735 -1.289724 -3.800579 -0.0897 -0.2849 0.1698
H -2.643246 -1.975121 -3.523817 0.1951 0.0460 0.0501
C -0.565926 -4.375540 -2.890766 -0.4147 0.3665 0.0135
C -0.413547 -5.034580 -4.217242 0.1174 -0.3158 -0.3056
H -0.264723 -4.981845 -2.032463 -0.0675 0.2313 -0.1696
H -0.592973 -4.357821 -5.055470 0.0830 -0.1255 0.0894
H -1.098997 -5.882299 -4.316942 -0.0431 -0.0099 -0.0395
H 0.591839 -5.454391 -4.320655 0.0349 0.0491 -0.0979
Eu 0.086680 0.632769 -0.818151 0.2132 -1.2072 0.1282
Cl -2.506534 0.687545 -0.223796 -0.9157 0.2641 0.2990
Cl 0.849055 1.828813 -2.992414 0.2059 0.4224 -0.6850
H 0.680681 4.963761 3.375243 -0.0117 -0.0593 -0.1124
H -1.530508 5.947533 2.225404 0.0718 -0.1033 -0.2100
C 0.949281 4.601367 2.376654 -0.1610 0.0002 -0.2326
C -1.101779 5.526337 1.304735 -0.1122 -0.4227 0.2130
N -0.269391 4.364535 1.602321 0.4106 0.7592 0.3869
H 1.502641 3.663159 2.456604 -0.0911 0.2142 -0.0679
C -0.467335 3.194886 0.991221 1.3201 -1.8095 -0.6616
O 0.422299 2.306344 0.881907 -1.5439 2.0722 1.1837
H -1.904999 5.181651 0.646276 0.0628 0.2989 0.1025
H -1.476418 3.007309 0.575109 0.2717 0.2247 0.0043
H 1.570242 5.366984 1.893650 -0.0390 -0.2045 0.0226
H -0.512489 6.313362 0.805150 -0.1667 -0.3420 0.0681
H 1.531164 -1.577786 -3.265437 0.2740 0.1967 0.1412
H 2.366343 -3.909729 -1.892341 0.2460 0.2367 -0.0251
C 2.557058 -1.259118 -3.016294 -0.2587 -0.1695 -0.1044
C 3.281396 -3.296870 -1.817658 -0.1956 0.1174 0.1530
N 2.962057 -1.875761 -1.759315 0.3217 -0.0828 0.2902
H 2.593086 -0.167270 -2.959338 -0.0527 -0.2943 0.1094
C 2.851027 -1.244693 -0.579829 -0.8319 1.1827 -0.4861
O 2.430315 -0.073693 -0.441954 1.2087 -1.7634 0.0591
H 3.833770 -3.577819 -0.912264 -0.1249 -0.0397 -0.2196
H 3.166386 -1.866816 0.280428 -0.0763 0.2369 -0.1495
H 3.240256 -1.622008 -3.793396 -0.0657 0.1504 0.0696
H 3.900635 -3.492776 -2.701922 -0.0446 0.0461 0.2472
O -0.069371 -1.626132 -1.195433 0.7268 -0.1173 -0.1036
C -1.074506 -2.551084 -1.278445 -0.0194 0.5897 0.3058
C 0.204909 -4.084254 0.335926 -0.1652 -0.3704 0.1459
C -1.004555 -3.576822 -0.141092 -0.2728 -0.1634 -0.5639
H 1.142932 -3.718001 -0.082689 -0.3151 0.0722 0.1455
C 0.215716 -5.057247 1.340762 0.0087 0.1739 -0.3189
H -2.021651 -1.991108 -1.167665 -0.3465 -0.4643 0.1181
C -2.202125 -4.056091 0.388004 0.1797 -0.3590 0.1020
H 1.175181 -5.418376 1.723654 -0.3291 0.0257 -0.0938
C -0.984851 -5.560741 1.843183 -0.2031 0.0769 -0.0174
C -2.203174 -5.066542 1.355902 0.2058 0.1389 -0.0185
H -3.131553 -3.642605 -0.012601 0.1891 -0.1834 0.2164
H -0.970175 -6.335966 2.613071 -0.0449 0.2164 -0.2144
H -3.152857 -5.470803 1.716329 0.3160 0.1369 -0.0032
Si -0.481987 4.242488 -4.882568 0.3758 0.3399 -0.6264
Cl -0.865895 2.406126 -5.794790 -0.0258 0.1733 -0.1332
C 1.355478 4.536874 -4.600556 0.2261 -0.3039 0.2137
C -1.729828 4.474989 -3.508350 0.0220 -0.0112 0.1554
C -0.843675 5.498804 -6.267736 -0.2669 -0.0834 0.0669
H 1.832468 3.710079 -4.052793 -0.2288 0.4657 -0.2058
H 1.518467 5.472219 -4.042182 -0.0908 -0.1593 -0.1501
H 1.851019 4.632230 -5.580341 -0.2263 0.0499 0.2248
H -0.105715 5.370509 -7.070981 -0.1508 -0.0275 0.1628
H -0.781072 6.543782 -5.927733 -0.0214 -0.2443 0.0154
H -1.839554 5.331554 -6.697514 0.1432 0.1032 0.0511
H -1.721581 3.668530 -2.756592 0.0659 0.2684 -0.3645
H -2.726848 4.521470 -3.976865 0.2778 -0.0443 0.1971
H -1.544574 5.438601 -3.009093 -0.0668 -0.1982 -0.0613
C 1.292706 -1.946437 3.721317 0.2716 -0.1912 -0.0343
S 0.280251 -1.624862 2.265923 0.2326 0.2308 0.1302
C -1.097695 -0.781530 3.052192 -0.5129 0.2199 -0.3013
H 2.335194 -1.982860 3.379152 -0.1888 0.0006 0.2491
H 1.025482 -2.920287 4.154895 0.1025 0.3024 0.0663
H 1.176188 -1.142527 4.458389 0.1500 -0.2294 -0.1553
H -1.038586 -0.877287 4.142820 -0.0739 0.0377 -0.2908
H -1.098530 0.269879 2.734756 -0.1083 -0.2423 0.2814
H -2.013570 -1.251265 2.674095 0.0972 0.2355 0.2356



[3]
75
Properties=species:S:1:pos:R:3:forces:R:3 method="wB97M-V/def2-TZVPD" s_squared=6.026 multiplicity=5 e_above_lowest_ev=5.341 homo_lumo_gap_ev="3.28 / 4.17" e_homo_ev="-3.418 / -5.906" fmax_ev_per_a=3.96 e_tot_ha=-3048.0606 lumo_ev="-0.141 / -1.738"
C 2.657896 0.634989 -4.619289 -0.7576 0.0526 -0.4658
C 1.485595 0.838234 -3.684265 1.9814 -0.2024 1.3218
H 2.320596 0.257728 -5.597842 0.1949 0.1494 0.3619
H 3.404225 -0.033083 -4.236187 0.0474 -0.0494 0.2241
H 3.157490 1.586187 -4.760352 -0.0391 0.3818 -0.1206
C 0.242429 1.181597 -4.173396 -2.2682 0.8148 -0.6949
C 0.154470 1.898484 -5.464719 0.6745 0.0420 -0.9830
H -0.673430 1.080834 -3.596507 0.5127 -0.0407 0.0057
H 0.218691 1.108550 -6.221807 -0.1419 0.1958 -0.4580
H 1.028778 2.544399 -5.644784 -0.1352 -0.2406 0.1160
H -0.709785 2.532113 -5.695642 -0.0949 -0.5313 0.6064
Ir -0.779317 -0.622767 2.341408 -0.0162 -2.0841 1.0710
Cl 1.574311 -0.403438 2.761170 2.3198 0.6989 0.6989
Cl -0.189163 -2.846686 2.022468 0.1397 -2.2804 -0.3953
H -1.899002 -3.221840 6.496611 -0.0315 0.0962 0.2113
H 0.937144 -2.180405 6.927959 0.2658 -0.5014 -0.0747
C -1.493599 -3.274050 5.486827 -0.3174 0.2874 -0.2677
C 0.901197 -2.608233 5.910583 0.4985 0.8523 0.4933
N -0.397652 -2.301168 5.358279 -0.0681 -0.8589 0.2031
H -2.338337 -3.091858 4.786145 1.0081 0.0531 0.2998
C -0.565688 -1.128327 4.801025 -2.3865 0.0055 -1.2972
O -1.653542 -0.942044 4.113751 0.4791 0.6182 3.2376
H 1.667292 -2.075333 5.306357 -0.3739 -0.6336 0.2607
H 0.217738 -0.362799 4.870140 -0.2162 -0.3491 0.1193
H -1.114118 -4.283534 5.359210 0.1441 0.0020 -0.2777
H 1.073980 -3.688485 5.933920 0.0073 0.3144 -0.1029
H -1.937842 -2.071342 -2.035111 -0.2764 0.2575 0.3236
H -2.753454 0.576226 -2.552559 -0.2235 -0.1265 0.0216
C -2.747595 -2.053462 -1.282807 -0.5515 0.7164 0.3206
C -3.535800 0.311182 -1.827759 0.1903 -0.7272 0.6163
N -3.062706 -0.668944 -0.841934 -0.1604 -0.7668 -0.2549
H -2.444361 -2.637550 -0.404467 -0.0441 0.2350 -0.2008
C -2.950479 -0.297940 0.458254 -0.2203 -0.7927 1.7551
O -2.821446 -1.047441 1.476325 -1.5385 1.2646 -3.1960
H -3.818276 1.198464 -1.266914 -0.0686 0.1202 -0.1988
H -2.932202 0.809146 0.585967 -0.3892 -0.6124 -0.0517
H -3.657228 -2.485081 -1.729440 0.3128 -0.0432 0.0952
H -4.431032 -0.073107 -2.343772 0.3571 0.1233 0.0541
O 1.360106 -0.243865 -2.368034 -0.3233 -0.4800 0.4356
C 1.791262 1.183036 -2.251071 -0.5572 0.0811 -0.2331
C -0.408770 1.972144 -1.346848 -0.1220 -0.7340 -1.3975
C 0.950015 2.226194 -1.549606 -0.6017 -0.0749 0.6590
H -0.819549 1.010781 -1.694984 0.2859 0.8452 0.3106
C -1.289413 2.920840 -0.854333 -0.7792 -0.1150 -0.2426
H 2.846083 1.256419 -2.087547 0.6171 0.0166 0.3753
C 1.396687 3.465857 -1.043112 0.8540 -0.0418 -0.2643
H -2.310950 2.609827 -0.703184 -0.1711 0.1115 -0.0748
C -0.906981 4.212765 -0.602516 1.1288 -0.1542 -0.2399
C 0.475570 4.462307 -0.675363 0.1120 -0.3491 0.1698
H 2.492581 3.663103 -0.937005 -1.0485 -0.0375 -0.3230
H -1.629583 4.995612 -0.385300 0.2322 -0.1702 0.2086
H 0.829896 5.432224 -0.378619 0.2910 0.2097 0.0261
Si 1.994790 -2.004266 -1.899792 0.0027 -1.3271 3.1363
Cl -0.375867 0.117714 0.363748 1.9166 0.8130 -3.3710
C 0.953923 -3.665711 -1.807396 -0.7159 0.2601 -0.8292
C 2.958520 -2.303295 -0.275227 0.3992 0.4746 0.3228
C 3.372044 -1.984722 -3.050258 -0.1471 -0.1072 -1.0241
H -0.133589 -3.555929 -2.017644 0.7153 -0.2034 0.0258
H 1.041643 -4.187431 -0.811725 0.0380 1.1235 -0.8818
H 1.395841 -4.350871 -2.575650 -0.3981 0.5597 0.3907
H 2.972787 -1.901636 -4.044273 0.3767 0.0242 -0.7414
H 3.979847 -2.861552 -2.961183 0.2384 -0.5890 0.0583
H 3.962425 -1.128753 -2.758454 0.3369 0.2463 -0.1163
H 3.018747 -1.444661 0.407012 0.0091 -0.2234 0.0090
H 3.993062 -2.585166 -0.583216 -0.4930 0.4660 0.0366
H 2.622731 -3.174315 0.325776 -0.3694 0.7949 -0.4208
C -1.001409 3.272489 4.141474 0.8056 0.1716 -0.4001
C -0.528797 2.338054 3.039135 0.2529 -0.5417 -0.3925
O -1.596571 1.443766 2.528780 0.6031 2.3676 0.5284
H -1.778455 3.945110 3.824459 -0.3192 0.4441 -0.3558
H -0.149225 3.875822 4.512547 -0.4097 -0.3018 -0.2226
H -1.402947 2.726471 4.976447 -0.0506 -0.4663 0.4382
H -0.088292 2.812642 2.140320 -0.4988 0.1933 0.4915
H 0.287987 1.679654 3.391848 -0.5268 0.2409 0.0011
H -2.411928 1.610124 2.993948 -0.4983 0.0320 0.5298